(1)
C37H67ClN8O2S2SbV as an isolated structure in a non-equilibrium geometry. Source: the Open Molecules 2025 dataset; level of theory: ωB97M-V/def2-TZVPD.

Structure (XYZ):
```
119
Properties=species:S:1:pos:R:3:forces:R:3
V -0.083 -0.244 -0.757 -0.1 0.2 0.1
C -0.987 5.836 -2.428 -1.0 -0.4 0.9
C -0.277 5.664 -1.081 0.4 -0.5 -0.5
N 0.603 4.481 -1.030 0.7 0.6 -0.1
C 2.006 4.701 -1.373 0.0 0.2 -0.1
C 2.919 5.143 -0.208 0.4 -0.7 -0.7
C 0.100 3.261 -0.779 -0.5 -1.1 -0.1
S 1.185 1.907 -0.711 -0.2 0.6 0.1
N -1.235 3.241 -0.602 0.2 0.9 0.0
C -2.074 2.227 -0.587 2.8 -2.6 0.1
O -1.747 0.985 -0.657 -1.1 1.2 0.1
C -3.489 2.552 -0.492 -1.6 0.4 0.1
C -4.518 1.578 -0.499 0.3 0.6 -0.4
C -5.833 1.989 -0.643 -0.5 1.2 0.0
C -6.133 3.373 -0.653 -0.3 -0.7 -0.5
C -5.144 4.338 -0.531 0.2 -1.1 0.2
C -3.822 3.907 -0.470 -0.4 0.2 0.4
H -1.735 6.626 -2.294 0.2 0.1 -0.2
H -1.554 4.928 -2.677 0.4 0.1 0.0
H -0.339 6.086 -3.248 0.4 0.1 -0.3
H -0.973 5.469 -0.284 -0.5 0.4 0.2
H 0.306 6.571 -0.861 0.1 -0.4 0.1
H 1.986 5.466 -2.158 0.2 -0.1 0.1
H 2.426 3.787 -1.799 -0.3 0.1 0.0
H 2.874 6.206 0.010 -0.2 0.1 0.1
H 3.957 4.894 -0.514 -0.4 0.3 0.2
H 2.707 4.545 0.676 -0.1 0.1 0.1
H -4.297 0.523 -0.471 0.3 -0.1 -0.1
H -6.692 1.320 -0.787 0.7 0.0 0.2
H -7.168 3.652 -0.848 0.2 0.1 0.3
H -5.382 5.381 -0.463 -0.1 0.4 -0.1
H -3.023 4.625 -0.330 -0.1 -0.1 -0.3
Cl 0.308 -1.123 1.531 0.1 0.4 0.7
N 1.946 -0.953 -0.927 1.1 -0.7 -1.2
H 2.149 -1.034 -1.938 -0.3 0.0 0.6
H 2.211 -1.846 -0.513 -0.2 0.1 0.1
H 2.676 -0.316 -0.605 -0.2 0.0 0.3
N 1.028 -1.582 -4.953 0.9 -1.2 -0.8
C 0.358 -0.595 -4.276 0.0 1.3 -1.0
O 0.265 -0.664 -3.032 -0.2 0.2 -0.5
C -0.125 0.524 -5.131 0.6 -1.8 1.5
C -0.232 0.482 -6.522 -0.1 0.3 -0.8
N -0.401 0.582 -7.668 0.3 -0.4 0.4
C -0.617 1.651 -4.486 -1.4 1.5 1.4
N -1.089 2.545 -3.898 0.7 -0.9 -0.7
H 1.677 -2.215 -4.456 -1.1 0.8 -0.4
H 1.157 -1.535 -5.980 -0.2 0.2 1.3
C 6.910 -3.002 1.201 0.5 -0.1 0.3
C 6.891 -2.202 2.505 0.0 0.8 -0.5
C 5.683 -2.364 3.417 0.0 0.6 0.1
C 4.375 -1.811 2.859 -0.3 -0.5 0.1
N 4.286 -0.368 2.858 0.2 0.5 -0.2
C 4.561 0.400 1.789 0.4 0.2 -0.3
S 5.008 -0.204 0.253 -0.1 0.2 0.6
N 4.559 1.758 1.943 -0.1 -0.5 -1.2
C 3.808 2.518 2.915 -0.2 -0.5 0.7
C 2.288 2.319 2.963 -0.3 0.7 -0.2
C 1.710 3.080 4.175 0.0 -1.0 0.7
C 2.091 2.556 5.608 0.0 1.1 -0.5
H 7.938 -3.046 0.792 -0.4 0.2 0.2
H 6.261 -2.587 0.429 -0.1 -0.2 0.2
H 6.663 -4.023 1.474 -0.3 -0.4 -0.4
H 6.966 -1.134 2.247 0.2 -0.2 0.2
H 7.776 -2.484 3.058 0.3 0.1 0.3
H 5.907 -1.867 4.381 -0.1 -0.2 -0.3
H 5.496 -3.405 3.629 0.1 -0.6 0.2
H 3.531 -2.216 3.442 0.2 0.3 -0.2
H 4.263 -2.146 1.829 -0.2 0.1 0.0
H 4.158 0.086 3.755 -0.1 0.0 -0.3
H 4.713 2.172 1.022 -0.2 0.0 0.6
H 4.044 3.559 2.749 0.0 0.3 -0.1
H 4.220 2.285 3.906 0.0 0.1 0.0
H 2.008 1.281 3.019 0.1 -0.7 0.1
H 1.798 2.660 2.019 0.5 -0.1 0.6
H 0.617 3.004 4.176 0.2 0.3 -0.4
H 2.010 4.111 4.080 -0.1 0.6 0.1
H 1.926 1.495 5.669 -0.1 -0.5 0.1
H 1.433 3.060 6.346 0.3 -0.3 -0.3
H 3.126 2.773 5.920 -0.3 -0.1 -0.3
C -4.764 -2.825 -2.041 -0.4 -0.2 -0.5
C -3.366 -2.349 -2.310 1.1 -0.9 1.9
C -2.591 -3.310 -3.201 -0.5 -0.8 0.0
C -3.304 -0.918 -2.808 -0.1 -0.1 -0.4
Sb -2.129 -2.493 -0.342 0.8 0.8 -0.1
C -3.397 -2.310 1.675 1.2 0.0 -2.2
C -4.841 -2.662 1.402 0.0 0.0 -0.1
C -2.781 -3.259 2.674 0.6 0.7 0.6
C -3.220 -0.841 2.079 0.5 -0.2 0.5
C -0.823 -4.436 -0.434 -1.7 1.5 0.2
C -0.074 -4.507 0.881 0.1 0.3 0.5
C 0.139 -4.174 -1.606 -0.8 0.3 -0.2
C -1.733 -5.652 -0.572 -0.2 0.0 0.0
H -5.330 -2.791 -2.959 -0.5 0.2 -0.7
H -5.309 -2.220 -1.321 0.1 0.0 0.0
H -4.816 -3.872 -1.767 0.2 -0.2 0.5
H -3.065 -3.300 -4.183 -0.2 -0.2 -0.4
H -2.668 -4.360 -2.793 0.4 1.1 -0.7
H -1.556 -3.007 -3.410 -0.2 -0.1 0.5
H -2.814 -0.926 -3.794 -0.2 0.3 0.2
H -2.746 -0.231 -2.165 -0.2 -0.1 -0.2
H -4.340 -0.565 -2.931 0.4 0.2 0.0
H -4.906 -3.735 1.217 -0.2 0.0 -0.2
H -5.274 -2.114 0.544 0.2 -0.2 0.7
H -5.410 -2.447 2.316 -0.2 0.0 -0.1
H -2.794 -4.293 2.379 -0.2 -0.5 -0.3
H -3.333 -3.177 3.607 -0.3 0.0 0.4
H -1.739 -2.998 2.932 -0.4 0.0 -0.3
H -3.249 -0.067 1.288 -0.1 -0.7 0.3
H -2.251 -0.711 2.611 -0.6 0.0 -0.4
H -4.046 -0.692 2.781 0.0 0.5 0.2
H 0.444 -3.575 1.171 -0.3 -0.3 -0.3
H 0.677 -5.282 0.763 0.3 -0.4 0.1
H -0.717 -4.784 1.730 0.2 0.0 -0.3
H 0.169 -3.103 -1.960 0.1 -1.0 0.5
H -0.193 -4.775 -2.463 0.4 0.1 0.1
H 1.125 -4.472 -1.262 0.4 -0.1 -0.3
H -2.322 -5.795 0.351 0.1 0.1 -0.4
H -1.117 -6.540 -0.674 0.2 -0.5 -0.1
H -2.431 -5.623 -1.428 0.4 0.0 0.4
```
Positions in Å, forces in eV/Å.

Computed properties:
orbital gap (alpha / beta)	6.38 / 6.83	eV
energy above the lowest of the compared OMol25 structures with the same formula, charge and spin	0.0	kcal/mol
maximum force	0.07364	hartree/bohr
HOMO (alpha / beta)	-4.13 / -4.59	eV
spin multiplicity	4
total charge	-1

Mulliken atomic charge list, values in e, 99 entries: 0.967, -0.984, -0.843, 0.406, -1.023, -0.723, 0.334, -0.444, -0.216, -0.746, 0.829, 0.676, 0.349, -1.515, -0.307, -0.947, -0.200, 0.358, 0.158, 0.378, 0.451, 0.432, 0.398, 0.531, 0.410, 0.367, -0.130, 0.654, 0.374, 0.331, 0.448, 0.349, -0.684, -0.367, 0.205, 0.238, -0.216, -0.401, 0.415, 0.144, 0.053, -0.223, -0.626, 0.171, -0.581, 0.219, 0.195, -1.054, -0.321, -0.629, -0.800, 0.184, 0.092, -0.484, -0.011, -1.501, 1.391, -0.736, -1.234, 0.342, 0.191, 0.297, 0.166, 0.382, 0.295, 0.358, 0.351, 0.242, 0.213, 0.293, 0.480, 0.350, 0.249, -0.843, 0.407, 0.374, 0.279, 0.394, 0.306, -1.944, 1.801, -1.622, -1.005, 0.286, 1.737, -1.621, -1.892, -1.671, 1.769, -1.782, -1.310, -1.707, 0.585, 0.276, 0.334, 0.665, 0.123, 0.105, 0.282

---

(2)
C37H68AlN4O5P2STe as an isolated structure in a non-equilibrium geometry. Source: the Open Molecules 2025 dataset; level of theory: ωB97M-V/def2-TZVPD.

Structure (XYZ):
```
119
Properties=species:S:1:pos:R:3:forces:R:3
Al 10.202 12.295 14.664 0.6 -0.3 0.0
N 13.969 11.805 16.179 0.3 0.0 -0.2
C 13.644 10.775 17.179 -0.7 0.1 0.4
C 12.487 11.219 18.086 -0.5 -0.3 0.4
C 11.122 11.425 17.381 0.1 -0.8 -0.2
N 11.196 12.473 16.288 0.7 1.3 0.9
H 14.346 11.363 15.343 -0.2 0.1 0.1
H 14.703 12.419 16.532 -0.2 -0.1 -0.1
H 14.509 10.492 17.781 0.0 0.0 0.1
H 13.278 9.865 16.703 0.2 0.0 -0.4
H 12.722 12.091 18.699 0.2 0.2 -0.1
H 12.337 10.404 18.819 -0.1 0.3 -0.3
H 10.336 11.700 18.124 0.5 -0.2 -0.7
H 10.862 10.473 16.868 -0.1 0.5 0.6
H 12.239 12.495 16.074 -0.6 0.0 -0.2
H 10.978 13.399 16.745 0.0 -0.5 -0.4
C 6.407 15.397 11.082 -0.7 -0.4 0.2
C 7.458 16.152 11.887 0.5 -0.2 0.0
N 7.732 15.507 13.182 0.6 -1.1 0.4
C 7.199 16.136 14.394 0.3 0.6 0.1
C 5.695 16.012 14.567 -0.4 -0.4 0.4
C 8.474 14.386 13.222 -1.4 0.1 0.9
S 8.213 13.235 14.599 -0.3 1.0 -0.2
N 9.118 14.019 12.135 1.3 -0.7 -0.1
C 10.219 13.273 12.179 -0.5 1.1 0.1
O 10.952 13.078 13.243 -0.5 0.0 -0.2
C 10.684 12.717 10.921 0.0 -0.5 0.0
C 11.842 11.955 10.883 0.0 0.0 -0.8
C 12.267 11.402 9.676 0.3 -0.1 0.1
C 11.452 11.436 8.550 0.1 0.1 0.8
C 10.262 12.140 8.648 -0.7 0.0 -1.3
C 9.902 12.825 9.780 -0.2 0.0 -0.1
H 6.176 15.954 10.171 0.0 0.0 0.1
H 5.455 15.267 11.665 0.9 0.1 -0.5
H 6.761 14.399 10.763 -0.1 0.5 0.3
H 7.113 17.160 12.121 0.2 0.0 -0.1
H 8.424 16.172 11.361 -0.5 0.3 -0.1
H 7.471 17.215 14.322 -0.1 -0.7 0.1
H 7.742 15.709 15.245 -0.2 0.1 -0.2
H 5.134 16.758 13.980 0.2 -0.4 0.2
H 5.456 16.124 15.638 0.0 0.3 -0.4
H 5.343 14.999 14.324 0.1 0.3 -0.1
H 12.375 11.762 11.785 0.5 0.1 0.5
H 13.255 10.960 9.618 -0.2 -0.3 0.1
H 11.718 10.889 7.660 0.1 0.1 -0.2
H 9.577 12.184 7.793 0.4 -0.1 0.3
H 8.985 13.395 9.775 0.0 0.1 0.2
C 10.000 7.643 10.681 -0.6 0.3 -0.2
C 9.921 7.772 12.165 1.1 -0.9 1.8
O 10.823 8.867 12.556 -0.6 0.0 -0.8
P 11.222 9.362 13.984 -0.6 -1.0 1.9
O 10.313 10.596 14.350 0.9 -0.7 -0.6
Te 11.127 7.708 15.750 0.0 0.6 -1.0
O 12.720 9.861 13.711 0.1 0.0 -0.3
C 13.592 8.904 12.967 -0.4 0.5 0.1
C 14.952 9.530 12.792 0.2 0.4 0.2
H 9.422 6.754 10.368 0.3 0.5 0.0
H 11.034 7.574 10.345 0.0 -0.2 0.0
H 9.568 8.564 10.266 0.0 -0.4 -0.3
H 10.310 6.866 12.713 -0.5 0.8 -0.6
H 8.928 7.987 12.560 0.0 0.1 -0.2
H 13.080 8.742 12.015 0.3 0.0 0.1
H 13.641 7.956 13.505 -0.1 0.1 0.2
H 14.857 10.487 12.262 0.1 -0.2 0.2
H 15.586 8.877 12.191 -0.1 -0.1 0.0
H 15.489 9.690 13.748 -0.4 -0.1 -0.4
O 9.961 14.915 17.482 0.5 -0.1 0.0
P 10.549 15.703 18.634 0.0 0.1 -0.5
C 9.551 17.222 18.945 0.1 -0.2 0.6
C 9.382 18.148 17.730 0.6 0.1 -0.9
C 7.994 18.761 17.600 -0.5 0.4 -0.2
C 7.489 19.331 18.927 -0.2 1.1 -0.6
C 7.515 18.287 20.029 -0.5 -0.6 0.1
C 8.193 16.961 19.597 -0.7 -0.1 0.6
C 10.556 14.582 20.131 0.2 0.2 -0.2
C 9.287 13.720 20.264 -1.1 0.3 -0.1
C 9.534 12.542 21.218 -0.3 0.3 0.2
C 10.526 12.878 22.339 0.2 -0.7 0.6
C 10.624 14.357 22.686 -0.6 -0.4 0.5
C 10.961 15.223 21.476 -0.2 0.5 -0.2
C 12.363 16.224 18.233 -1.0 0.0 0.3
C 12.598 16.314 16.699 0.1 -0.2 -0.3
C 12.682 17.706 16.060 -0.5 0.4 0.4
C 13.524 18.669 16.896 0.3 0.0 0.4
C 13.038 18.777 18.360 0.0 -1.0 -0.4
C 12.981 17.397 19.072 0.0 -0.1 -0.3
H 10.135 17.773 19.691 0.1 0.0 0.1
H 9.624 17.663 16.765 0.0 -0.1 0.5
H 10.113 18.953 17.858 -0.2 0.0 -0.3
H 7.261 18.007 17.242 0.4 0.3 0.1
H 8.020 19.591 16.854 0.0 -0.7 0.3
H 6.467 19.728 18.739 0.5 -0.3 0.3
H 8.092 20.223 19.207 -0.2 -0.5 -0.2
H 6.482 18.092 20.357 0.3 -0.2 -0.1
H 8.010 18.655 20.919 0.3 0.2 0.2
H 7.517 16.390 18.948 0.3 0.1 -0.1
H 8.293 16.365 20.508 0.1 0.0 -0.1
H 11.340 13.858 19.883 0.2 0.1 -0.2
H 8.921 13.311 19.289 0.4 0.6 0.6
H 8.447 14.332 20.702 0.8 -0.5 -0.6
H 9.904 11.666 20.704 0.2 -0.2 -0.4
H 8.550 12.228 21.589 0.2 0.1 0.2
H 11.517 12.502 22.081 0.1 0.0 -0.2
H 10.257 12.291 23.236 0.1 0.3 -0.2
H 11.362 14.524 23.481 -0.2 -0.1 -0.2
H 9.645 14.605 23.127 0.3 0.4 -0.2
H 12.030 15.439 21.475 0.1 -0.1 -0.1
H 10.472 16.190 21.611 -0.1 0.1 -0.1
H 12.909 15.312 18.499 -0.2 0.0 0.3
H 11.847 15.700 16.155 0.4 0.3 0.4
H 13.571 15.821 16.558 -0.1 0.1 -0.2
H 11.674 18.143 15.925 0.3 -0.2 0.0
H 13.136 17.631 15.069 -0.2 -0.1 0.0
H 13.550 19.676 16.445 0.0 -0.4 0.1
H 14.565 18.292 16.890 -0.3 0.2 0.1
H 12.043 19.214 18.376 0.0 0.3 0.0
H 13.723 19.409 18.923 -0.1 0.2 0.1
H 12.477 17.494 20.047 0.1 0.0 -0.3
H 14.014 17.109 19.305 -0.1 0.0 0.0
```
Positions in Å, forces in eV/Å.

Computed properties:
orbital gap	6.38	eV
energy above the lowest of the compared OMol25 structures with the same formula, charge and spin	0.0	kcal/mol
maximum force	0.04381	hartree/bohr
HOMO	-9.33	eV
total charge	+1

Mulliken atomic charge list, values in e, 99 entries: -0.168, -0.548, -0.599, -0.426, -0.252, 1.202, 0.052, 0.237, 0.561, -0.026, 0.062, 0.489, 0.155, -0.031, 0.805, -0.445, -1.019, -0.635, 0.288, -0.133, -1.305, 0.554, -0.485, -0.300, -0.056, -0.327, 0.663, -0.263, -0.738, -0.620, -0.555, -0.311, 0.365, 0.321, 0.240, 0.466, 0.427, 0.433, -0.345, 0.329, 0.426, 0.326, 0.581, 0.414, 0.458, 0.383, 0.417, -1.068, -0.353, 0.339, -0.636, 0.259, -0.342, 0.255, -0.070, -1.370, 0.389, 0.262, 0.249, 0.332, 0.295, 0.074, 0.409, 0.275, 0.419, 0.313, -0.957, -0.458, 1.008, 0.079, -0.654, -0.824, -0.985, -0.764, 1.055, -0.746, -0.725, -0.722, -0.820, -0.801, 0.420, -0.558, -0.520, -0.963, -0.547, -1.119, 0.755, -0.198, -0.198, 0.057, 0.503, 0.400, 0.329, 0.423, 0.334, 0.289, 0.132, -0.249, 0.146